Record 1
C13H4BrCl36IO4S | ωB97M-V with the def2-TZVPD basis set

Last column: Mulliken charge in e.
Element x y z (Å)
C 2.4536 0.0491 1.2180  -0.863
C 1.5303 0.5287 2.0568  -0.500
C 0.3180 1.1593 1.4745  0.085
O -0.9652 0.7079 1.9853  -0.300
S -2.0084 1.7183 1.3648  1.168
O -3.2366 1.6848 2.0568  -0.460
O -2.0220 1.6720 -0.0562  -0.477
O -1.1213 3.0152 1.7591  -0.238
C 0.2501 2.7125 1.5704  -0.110
Br 0.8967 3.5522 -0.0461  -0.069
I 1.2373 3.6012 3.2605  0.324
H 2.1828 -0.4576 0.2991  0.417
H 3.5059 0.1195 1.4699  0.267
H 1.6303 0.4816 3.1352  0.545
H 0.3288 0.9035 0.4117  0.392
C 3.5994 5.9357 6.5371  0.314
Cl 2.3557 4.7607 6.0641  -0.125
Cl 3.5815 7.2853 5.4026  -0.094
Cl 3.2538 6.5172 8.1644  -0.091
Cl 5.1797 5.1528 6.5061  -0.094
C -4.2263 -0.4502 4.8902  0.168
Cl -2.8050 0.5911 4.8201  -0.062
Cl -5.6851 0.5400 4.9675  -0.112
Cl -4.2903 -1.4862 3.4578  0.005
Cl -4.1212 -1.4715 6.3310  -0.026
C -6.9033 -3.8031 1.0340  0.235
Cl -7.5199 -5.1771 0.1099  -0.108
Cl -7.5094 -2.3064 0.3230  0.032
Cl -7.4449 -3.9265 2.7111  -0.087
Cl -5.1362 -3.8145 0.9888  -0.084
C -9.7336 -0.4774 -2.7898  0.326
Cl -11.3953 -0.9835 -2.4781  -0.096
Cl -8.9462 -0.0631 -1.2632  -0.068
Cl -8.8532 -1.8016 -3.5641  -0.096
Cl -9.7308 0.9328 -3.8504  -0.091
C 5.3579 0.6303 -2.5075  0.321
Cl 4.7097 -0.1962 -3.9318  -0.107
Cl 5.2511 2.3738 -2.7438  -0.082
Cl 4.3956 0.1691 -1.0922  -0.103
Cl 7.0362 0.1635 -2.2442  -0.072
C 8.7661 0.6923 -6.5377  0.306
Cl 9.0724 2.3734 -6.9818  -0.100
Cl 8.8166 -0.3188 -7.9875  -0.070
Cl 10.0017 0.1500 -5.3959  -0.106
Cl 7.1761 0.5558 -5.7853  -0.030
C -1.2032 -3.0743 8.8120  0.363
Cl -0.5368 -4.6221 9.3387  -0.100
Cl -2.9684 -3.1413 8.8841  -0.099
Cl -0.6225 -1.7889 9.8741  -0.097
Cl -0.6937 -2.7449 7.1542  -0.071
C 7.4177 -2.8083 -11.6924  0.362
Cl 7.8403 -2.1461 -13.2728  -0.098
Cl 7.7712 -4.5373 -11.6620  -0.098
Cl 8.3653 -1.9925 -10.4409  -0.057
Cl 5.6990 -2.5504 -11.3833  -0.101
C -4.0573 -0.9134 -2.1450  0.187
Cl -4.0586 -0.6018 -0.4110  0.038
Cl -3.3473 -2.5062 -2.4554  -0.117
Cl -5.7230 -0.8896 -2.7334  -0.002
Cl -3.1157 0.3209 -2.9813  -0.094

Values from the calculation:
**Gap between HOMO and LUMO**: 9.724 eV
**2S+1**: 1
**Total charge**: 0
**Calculated total energy**: -20635.3265 Ha
**Lowest unoccupied orbital energy**: -0.013 Eh



Record 2
C30H44N11S2Ti | ωB97M-V with the def2-TZVPD basis set

Last column: Mulliken spin population.
Element x y z (Å)
Ti -0.4772 -0.5601 -0.5545  1.609
C 1.7446 -2.3324 0.9160  -0.025
C 1.9001 -0.8527 1.2796  0.079
N 0.6052 -0.1700 1.4668  -0.009
C 0.0855 -0.2749 2.8461  0.022
C -0.2063 -1.6582 3.4067  -0.004
S -1.5099 -2.6421 2.6152  0.006
C -0.5962 -4.0026 1.8571  0.001
C -0.1744 -3.8269 0.4041  0.038
N 0.5419 -2.5743 0.0929  -0.033
H 2.6488 -2.6619 0.3968  -0.004
H 1.6718 -2.9340 1.8186  0.000
H 2.5246 -0.7670 2.1774  0.006
H 2.4218 -0.3358 0.4774  -0.038
H 0.7802 0.8309 1.3561  0.019
H 0.8172 0.1820 3.5267  0.002
H -0.8047 0.3496 2.9015  -0.004
H 0.6925 -2.2672 3.4910  0.001
H -0.5432 -1.4975 4.4324  -0.001
H 0.2418 -4.2624 2.5041  0.000
H -1.2716 -4.8588 1.8968  0.001
H 0.4451 -4.6949 0.1385  0.001
H -1.0612 -3.8527 -0.2329  -0.012
H 0.8406 -2.6935 -0.8706  -0.023
N -2.4315 -2.9840 -3.6855  -0.004
C -1.3049 -2.3590 -3.3421  0.029
N -1.4561 -1.8336 -2.1385  -0.019
C -2.7440 -2.1624 -1.8081  -0.010
N -3.3641 -2.8709 -2.7228  0.017
C -3.3204 -1.6043 -0.5931  0.138
C -4.6455 -1.7828 -0.2214  -0.018
N -5.1823 -1.1319 0.7983  0.086
C -4.3828 -0.2646 1.4207  0.002
C -3.0565 -0.0926 1.0805  0.116
N -2.4871 -0.7943 0.0886  -0.071
H -2.6451 -3.4722 -4.5405  0.000
H -0.4365 -2.2982 -3.9751  0.004
H -5.2755 -2.4619 -0.7815  -0.002
H -4.8162 0.3154 2.2256  -0.002
H -2.4298 0.6318 1.5880  0.003
C 2.3794 2.3458 -0.2071  -0.005
C 3.2250 2.0585 -1.4484  0.007
C 3.6373 0.6149 -1.6453  -0.002
C 4.9787 0.2791 -1.5216  0.001
C 5.4256 -1.0190 -1.7252  0.000
C 4.5221 -1.9939 -2.0985  -0.001
C 3.1672 -1.7003 -2.2336  -0.021
C 2.2387 -2.7729 -2.7495  0.001
C 2.4834 -3.0913 -4.2254  -0.001
C 2.7180 -0.4032 -1.9688  0.052
N 1.3260 -0.0947 -1.9568  -0.009
C 0.8832 0.7164 -2.8730  0.032
C -0.3594 1.3679 -2.7228  -0.011
C -1.0301 2.2618 -3.5649  0.022
C -2.1333 2.7161 -2.8474  -0.003
C -2.0845 2.0824 -1.6017  0.020
N -1.0188 1.2728 -1.5075  -0.029
H 2.2827 3.4196 -0.0525  0.000
H 2.8392 1.9255 0.6901  0.000
H 1.3662 1.9538 -0.3186  0.020
H 4.1380 2.6546 -1.4031  0.000
H 2.6858 2.4183 -2.3272  -0.001
H 5.6887 1.0558 -1.2663  0.000
H 6.4743 -1.2579 -1.6155  0.000
H 4.8650 -3.0021 -2.2987  0.000
H 1.2097 -2.4291 -2.6361  0.004
H 2.3515 -3.6884 -2.1568  0.000
H 2.3207 -2.2045 -4.8392  0.000
H 1.8220 -3.8855 -4.5748  0.000
H 3.5096 -3.4167 -4.3898  0.000
H 1.4974 0.9493 -3.7457  0.004
H -0.7355 2.5415 -4.5634  0.001
H -2.8723 3.4295 -3.1695  0.000
H -2.7576 2.2055 -0.7665  0.002
C -1.7622 6.3721 3.7856  0.000
N -1.2362 5.2896 2.9693  0.000
C -1.4794 3.9729 2.9803  0.002
S -0.7943 3.0214 1.7517  0.013
N -2.2465 3.3965 3.9206  0.001
C -2.9142 3.9518 5.0860  0.000
H -1.5270 7.3031 3.2759  0.000
H -1.3062 6.4079 4.7748  0.000
H -2.8444 6.3145 3.8816  0.000
H -0.6120 5.5473 2.2225  0.000
H -2.4022 2.4217 3.7311  0.002
H -2.2632 4.6293 5.6310  0.000
H -3.1507 3.1244 5.7513  0.000
H -3.8442 4.4611 4.8329  0.000

Values from the calculation:
**Gap between HOMO and LUMO (alpha / beta)**: 5.981 / 7.272 eV
**2S+1**: 3
**Total charge**: +1
**Energy above the lowest of the compared OMol25 structures with the same formula, charge and spin**: 0.0 kJ/mol
**Calculated total energy**: -3417.6399 Ha
**Lowest unoccupied orbital energy (alpha / beta)**: -0.090 / -0.094 Eh



Record 3
C32H30CaCl4N10O2S4 | ωB97M-V with the def2-TZVPD basis set

Last column: Mulliken charge in e.
Element x y z (Å)
Ca 1.4986 -0.3790 0.8338  1.309
N -0.2377 2.5491 -2.3573  0.588
C 0.4440 1.9275 -1.3877  -1.272
N 0.4580 0.6489 -1.1894  0.888
C -0.2424 -0.1810 -2.0569  -0.649
N -0.1829 -1.4718 -1.9840  -1.036
N 0.6669 -1.8909 -0.9710  0.886
C 0.8437 -3.1460 -0.8764  -0.605
C 1.7837 -3.6573 0.1403  0.396
C 2.0918 -5.0067 0.2011  -0.844
C 3.0003 -5.4366 1.1545  -0.321
C 3.5708 -4.5061 2.0061  -0.924
C 3.2073 -3.1730 1.8732  -0.312
N 2.3317 -2.7561 0.9648  0.431
C -1.0786 0.4410 -3.0920  1.048
C -1.8867 -0.3021 -3.9562  -0.099
C -2.6595 0.3306 -4.9065  -1.010
C -2.6348 1.7228 -5.0130  -0.481
C -1.8370 2.4757 -4.1776  -0.913
C -1.0575 1.8302 -3.2194  -0.060
H -0.1882 3.5577 -2.3943  0.151
H 1.0111 2.5641 -0.7257  0.099
H 0.3515 -3.8465 -1.5479  0.190
H 1.6097 -5.7004 -0.4741  0.453
H 3.2582 -6.4846 1.2321  0.427
H 4.2880 -4.7975 2.7603  0.425
H 3.6358 -2.4009 2.5036  0.473
H -1.8786 -1.3791 -3.8602  0.457
H -3.2799 -0.2502 -5.5756  0.438
H -3.2407 2.2184 -5.7599  0.428
H -1.8082 3.5553 -4.2574  0.454
Cl 3.7067 -0.2058 -1.0773  -0.150
C 4.9105 0.8881 -0.4163  1.052
C 5.8493 1.3577 -1.3188  -0.770
C 6.8308 2.2291 -0.8837  -0.443
C 6.8483 2.6108 0.4485  -0.822
C 5.8954 2.1260 1.3250  0.347
Cl 5.9856 2.6750 2.9685  -0.213
C 4.8686 1.2360 0.9418  -0.307
S 3.6852 0.6796 2.0863  -0.331
H 5.8017 1.0379 -2.3506  0.404
H 7.5720 2.6080 -1.5736  0.370
H 7.5994 3.2937 0.8204  0.407
Cl 3.1930 3.9301 -0.2730  -0.054
C 1.8924 5.0568 0.1208  0.209
Cl 1.0102 5.5890 -1.3389  -0.223
H 2.3243 5.9404 0.5727  0.418
H 1.1772 4.5605 0.7674  -0.194
N -6.1626 -0.0417 -0.0764  -0.473
C -5.0142 0.5812 0.4036  0.669
C -4.7540 0.6395 1.7740  -0.842
C -3.5892 1.2206 2.2447  -0.554
C -2.6621 1.7427 1.3515  -0.468
C -2.9089 1.6840 -0.0129  -0.231
C -4.0727 1.1053 -0.4869  -0.330
S -1.1263 2.3840 1.9575  0.878
O -1.3908 2.9413 3.2597  -0.745
O -0.6244 3.2549 0.9158  -0.634
N -0.1716 1.1197 2.0274  0.144
C -0.1514 0.3043 3.1144  0.301
S -0.6527 0.6275 4.7468  -0.073
C -0.1364 -0.9634 5.1973  -0.375
C 0.3698 -1.6135 4.1317  -1.091
N 0.3557 -0.9057 2.9531  0.127
H -6.9140 -0.1339 0.5880  0.217
H -6.4842 0.2794 -0.9754  0.243
H -5.4772 0.2358 2.4727  0.342
H -3.3986 1.2852 3.3079  0.482
H -2.1946 2.1162 -0.6997  0.609
H -4.2611 1.0654 -1.5547  0.276
H -0.2475 -1.3214 6.2066  0.437
H 0.7460 -2.6257 4.1288  0.390
C -3.5989 -2.2988 -1.2593  -0.729
N -2.9026 -3.2908 -0.4688  -0.042
C -2.0921 -3.0329 0.5710  0.005
N -1.9498 -1.7455 0.9342  0.390
S -1.2692 -4.2834 1.3421  -0.356
H -4.0080 -2.7887 -2.1405  0.393
H -2.9090 -1.5218 -1.5921  -0.074
H -4.4265 -1.8453 -0.7089  0.379
H -2.9672 -4.2636 -0.7105  0.264
H -2.5590 -1.0134 0.5990  -0.234
H -1.3838 -1.5654 1.7518  -0.008

Values from the calculation:
**Gap between HOMO and LUMO**: 6.327 eV
**2S+1**: 1
**Total charge**: 0
**Energy above the lowest of the compared OMol25 structures with the same formula, charge and spin**: 7.4 kJ/mol
**Calculated total energy**: -6046.8367 Ha
**Lowest unoccupied orbital energy**: -0.024 Eh



Record 4
C20H43Br12Cl8NO | ωB97M-V with the def2-TZVPD basis set

Last column: Mulliken charge in e.
Element x y z (Å)
C -2.5990 -0.7944 -0.6131  -0.693
O -1.7027 -0.0312 -1.4644  0.080
C -0.5199 0.5537 -0.7909  0.476
C 0.6353 -0.4291 -0.8549  1.307
C 1.7974 0.1095 -0.0381  -0.540
N 1.1625 -0.5987 -2.2179  -0.290
H -2.0572 -1.5861 -0.0957  -0.023
H -3.4893 -1.2431 -1.0535  0.232
H -2.9510 -0.0740 0.1253  0.353
H -0.2909 1.5227 -1.2344  -0.594
H -0.8019 0.7138 0.2498  -0.145
H 0.4505 -1.4156 -0.4296  -0.298
H 2.6993 -0.5015 0.0001  -0.243
H 1.4321 0.3559 0.9588  0.208
H 2.0256 1.1136 -0.3957  0.075
H 0.4214 -1.0602 -2.7256  0.193
H 1.1776 0.2868 -2.7034  -0.111
Br 2.0455 5.9661 4.0850  -0.168
C 0.9458 4.7279 2.9709  -0.583
C 1.7838 3.9896 1.9857  -0.183
Br 0.5494 3.6817 0.3627  -0.058
H 0.2271 5.3613 2.4510  0.442
H 0.3956 4.0322 3.6045  0.226
H 2.1903 3.0608 2.3859  -0.112
H 2.6158 4.5500 1.5591  0.511
Br -1.7771 1.5715 3.0069  -0.149
C -0.7760 0.9300 4.6044  -0.618
C 0.6831 0.8095 4.3640  0.151
Br 1.7076 0.2745 6.0144  -0.136
H -1.2212 -0.0070 4.9388  0.493
H -0.9540 1.6287 5.4220  0.413
H 1.0994 1.7597 4.0294  0.116
H 0.9043 0.0182 3.6479  -0.327
Br -2.7962 5.2186 -3.3658  -0.133
C -1.4815 3.7657 -3.1309  0.018
C -0.0968 4.1072 -3.7843  -0.633
Br 1.0705 2.4493 -3.7482  -0.055
H -1.8867 2.8506 -3.5629  -0.024
H -1.2804 3.5762 -2.0766  0.050
H 0.5032 4.8781 -3.3008  0.383
H -0.3547 4.3726 -4.8095  0.456
Br -1.2870 -0.2863 -4.7545  -0.074
C -3.2068 0.2244 -4.5628  -0.634
C -4.1138 -1.0290 -4.6195  -0.546
Br -4.0828 -1.6688 -6.4955  -0.182
H -3.3954 0.9846 -5.3209  0.548
H -3.3605 0.7056 -3.5969  0.205
H -5.1555 -0.8028 -4.3920  0.443
H -3.8639 -1.8450 -3.9413  0.241
Br 3.2857 -4.1664 -1.2316  -0.196
C 4.9149 -3.0119 -0.7055  -0.054
C 5.3184 -3.1959 0.8072  -0.441
Br 6.7723 -1.9004 1.2651  -0.155
H 4.4923 -2.0133 -0.8163  -0.263
H 5.7099 -3.2353 -1.4169  0.435
H 5.6014 -4.1796 1.1817  0.413
H 4.4153 -2.9584 1.3694  0.247
Br -6.1353 1.2572 3.9180  -0.157
C -5.6727 -0.6502 3.9728  -0.552
C -5.7982 -1.3130 2.5590  -0.352
Br -5.4403 -3.3127 2.8289  -0.150
H -6.2937 -1.1640 4.7067  0.423
H -4.6473 -0.7459 4.3299  0.283
H -5.1015 -1.0397 1.7665  0.144
H -6.8419 -1.2605 2.2489  0.363
Cl 4.9418 0.9843 -4.5247  -0.183
C 4.4015 0.7229 -2.8690  0.216
Cl 5.8072 0.2541 -1.8853  -0.130
H 3.8918 1.5920 -2.4532  0.053
H 3.7221 -0.1295 -2.8675  0.033
Cl -1.2722 -4.6200 2.7196  -0.135
C -0.1282 -3.6405 1.7346  0.966
Cl 0.6889 -2.3165 2.7773  -0.179
H 0.5706 -4.2722 1.1862  0.290
H -0.7197 -3.0167 1.0645  -0.979
Cl 4.0640 1.0369 3.3338  -0.168
C 4.8491 0.9906 1.7240  0.383
Cl 4.1816 2.1704 0.5989  -0.123
H 5.8902 1.1928 1.9757  0.470
H 4.8386 0.0373 1.1956  -0.592
Cl -1.5240 -3.7320 -1.4881  0.002
C -2.7102 -5.0702 -1.5638  -0.506
Cl -3.3737 -5.1984 0.0572  -0.082
H -3.4479 -4.8477 -2.3347  0.277
H -2.2715 -6.0257 -1.8514  0.333

Values from the calculation:
**Gap between HOMO and LUMO**: 9.364 eV
**2S+1**: 1
**Total charge**: 0
**Calculated total energy**: -35487.4708 Ha
**Lowest unoccupied orbital energy**: 0.000 Eh
**SMILES string**: COC[C@H](C)N.BrCCBr.BrCCBr.BrCCBr.BrCCBr.BrCCBr.BrCCBr.ClCCl.ClCCl.ClCCl.ClCCl